(1)
ORCA calculation (wB97M-V/def2-TZVPD) on a molecular structure, C3H11Cl2IrN2O2.

```
! RIJCOSX wB97M-V def2-TZVPD def2/J DEFGRID3
* xyz 1 6
C 1.647 1.427 0.165
Ir -0.168 0.078 0.055
N -1.589 -1.483 -0.003
N -0.136 0.103 -1.997
H -2.571 -1.162 0.081
H 1.588 0.332 -0.108
H 2.057 1.538 1.168
H 0.899 2.209 0.007
H 2.379 1.629 -0.610
H -1.056 0.277 -2.418
H 0.202 -0.777 -2.402
H 0.468 0.823 -2.406
H -1.549 -2.085 -0.846
H -1.439 -2.151 0.783
Cl -1.558 3.132 3.342
C -1.955 1.380 3.507
Cl -3.706 1.002 3.426
C -1.251 0.640 2.390
O -0.161 0.024 2.571
O -1.774 0.701 1.212
H -1.599 1.078 4.480
*
```

The calculation puts the energy relative to the best compared isomer or geometry (same formula, charge and spin) at 26.9 kJ/mol. The calculation puts the LUMO energy (spin up / spin down) at -4.10 / -7.39 eV. The expectation value of S² is 8.770. The value obtained for the gap between HOMO and LUMO (spin up / spin down) is 4.1 / 5.4 eV.

(2)
ORCA calculation (wB97M-V/def2-TZVPD) on a molecular structure, C22H14Br2IN2OSn.

```
! RIJCOSX wB97M-V def2-TZVPD def2/J DEFGRID3
* xyz 3 1
Sn 1.182 -2.003 -0.695
Br -5.355 0.246 1.969
C -3.682 -0.620 1.595
C -3.664 -1.987 1.414
C -2.525 -2.632 1.018
C -1.306 -1.946 0.906
O -0.215 -2.704 0.601
C -1.269 -0.514 1.140
C -0.047 0.237 1.134
N 1.160 -0.210 0.775
C 2.322 -0.039 1.447
C 2.557 1.085 2.212
C 3.875 1.412 2.719
C 4.902 0.590 2.415
C 4.629 -0.680 1.837
C 5.666 -1.596 1.623
C 5.473 -2.750 0.872
C 4.209 -2.993 0.408
N 3.175 -2.212 0.719
C 3.354 -1.033 1.349
C -2.503 0.117 1.449
H -4.590 -2.497 1.687
H -2.549 -3.658 0.651
H -0.250 1.355 1.241
H 1.677 1.636 2.546
H 4.121 2.310 3.242
H 5.922 0.823 2.667
H 6.684 -1.397 1.945
H 6.282 -3.387 0.504
H 3.969 -3.818 -0.235
H -2.721 1.212 1.442
Br -0.645 3.135 -5.068
C -2.300 2.708 -4.226
C -3.481 3.420 -4.406
C -4.681 3.082 -3.803
C -4.680 1.931 -2.965
C -3.522 1.200 -2.737
C -2.311 1.605 -3.280
I -0.535 0.755 -2.510
H -3.508 4.253 -5.128
H -5.644 3.649 -3.931
H -5.603 1.566 -2.509
H -3.572 0.345 -2.034
*
```

The calculation puts the energy relative to the best compared isomer or geometry (same formula, charge and spin) at 107.3 kJ/mol. The calculation puts the LUMO energy (spin up / spin down) at -13.34 / -13.24 eV. The value obtained for the gap between HOMO and LUMO (spin up / spin down) is 2.3 / 2.3 eV.

(3)
ORCA calculation (wB97M-V/def2-TZVPD) on a molecular structure, C19H14ClI2NO2Se4V.

```
! RIJCOSX wB97M-V def2-TZVPD def2/J DEFGRID3
* xyz -2 4
V 0.465 0.885 0.681
Cl -3.259 3.677 -4.976
C -2.626 2.785 -3.585
C -3.410 1.789 -3.008
C -2.911 1.105 -1.916
C -1.644 1.372 -1.362
O -1.264 0.702 -0.324
C -0.848 2.394 -1.985
C 0.451 2.733 -1.542
O 1.085 2.140 -0.587
C -1.383 3.085 -3.095
H -4.387 1.562 -3.413
H -3.499 0.332 -1.436
H 0.988 3.535 -2.053
H -0.791 3.865 -3.560
I 3.796 -1.753 1.736
C 4.933 -0.853 0.218
I 4.516 1.156 -0.302
H 4.791 -1.440 -0.682
H 5.967 -0.889 0.538
Se -1.419 2.974 1.745
Se -0.811 3.690 3.889
Se 1.305 2.636 4.375
Se 2.225 2.120 2.300
C -1.549 -1.084 3.995
C -1.772 -2.343 3.461
C -1.208 -2.677 2.243
C -0.444 -1.736 1.560
N -0.273 -0.503 2.079
C -0.793 -0.184 3.261
C 0.248 -1.988 0.263
C 0.231 -3.243 -0.339
C 0.882 -3.444 -1.544
C 1.539 -2.375 -2.145
C 1.553 -1.128 -1.534
C 0.932 -0.894 -0.304
H -1.958 -0.776 4.947
H -2.383 -3.067 3.989
H -1.369 -3.655 1.811
H -0.592 0.817 3.622
H -0.284 -4.078 0.125
H 0.872 -4.420 -2.015
H 2.038 -2.519 -3.098
H 2.059 -0.303 -2.029
*
```

The calculation puts the energy relative to the best compared isomer or geometry (same formula, charge and spin) at 103.0 kJ/mol. The calculation puts the LUMO energy (spin up / spin down) at 3.78 / 3.78 eV. The expectation value of S² is 3.794. The value obtained for the gap between HOMO and LUMO (spin up / spin down) is 3.9 / 4.2 eV.

(4)
ORCA calculation (wB97M-V/def2-TZVPD) on C5H3ClO2 in the gas phase.

```
! RIJCOSX wB97M-V def2-TZVPD def2/J DEFGRID3
* xyz 0 1
O 1.150 2.144 -0.001
C 0.923 0.977 -0.002
O 1.904 0.007 0.004
C 1.293 -1.231 -0.006
C -0.057 -1.174 -0.009
C -0.380 0.247 -0.013
C -1.533 0.921 -0.001
Cl -3.076 0.148 0.002
H 2.051 -2.069 0.046
H -0.752 -1.965 -0.015
H -1.526 1.995 -0.005
*
```

The calculation puts the energy relative to the best compared isomer or geometry (same formula, charge and spin) at 0.0 kJ/mol. The calculation puts the LUMO energy at -0.42 eV. As for the SMILES: O=C1OC=C/C1=C\Cl. The value obtained for the gap between HOMO and LUMO is 8.7 eV.

(5)
ORCA calculation (wB97M-V/def2-TZVPD) on a molecular structure, C15H35F3InN6O9S2.

```
! RIJCOSX wB97M-V def2-TZVPD def2/J DEFGRID3
* xyz 1 1
In 0.752 -0.675 -0.121
F -1.884 -0.867 -1.363
N 3.534 -0.646 -0.502
S 4.852 -0.989 0.643
O 5.416 0.236 1.276
O 5.699 -2.161 0.497
F 3.800 -1.409 1.889
S 4.589 -0.137 -1.440
O 5.436 -1.086 -2.187
O 5.175 1.214 -1.231
F 3.561 0.024 -2.652
C 2.102 -1.571 4.524
C 1.587 -0.279 3.918
O 1.188 -0.240 2.776
N 1.676 0.833 4.675
C 1.240 2.183 4.298
H 1.786 -1.870 5.523
H 3.191 -1.614 4.487
H 1.738 -2.362 3.868
H 2.369 0.823 5.409
H 0.524 2.139 3.477
H 2.060 2.784 3.907
H 0.896 2.597 5.246
C 2.465 3.253 -2.481
C 1.087 2.611 -2.461
O 0.964 1.416 -2.188
N -0.078 3.195 -2.615
C -0.320 4.648 -2.869
H 3.017 2.933 -3.364
H 3.074 2.958 -1.627
H 2.471 4.330 -2.650
H -0.965 2.723 -2.510
H 0.430 5.236 -3.398
H -0.503 5.242 -1.973
H -1.268 4.591 -3.404
C -2.604 2.135 2.783
C -2.221 1.441 1.510
O -1.066 1.135 1.295
N -3.086 0.878 0.638
C -4.568 1.173 0.566
H -2.666 1.338 3.524
H -3.521 2.721 2.720
H -1.916 2.839 3.251
H -2.799 0.278 -0.122
H -5.205 0.532 1.176
H -5.062 0.953 -0.380
H -4.778 2.172 0.949
C -2.819 -2.535 3.273
C -2.288 -2.388 1.803
O -1.156 -2.105 1.596
N -3.147 -2.360 0.774
C -4.546 -2.675 0.658
H -2.612 -1.681 3.918
H -2.474 -3.443 3.768
H -3.893 -2.717 3.253
H -2.763 -1.972 -0.076
H -4.704 -3.720 0.926
H -4.986 -2.489 -0.322
H -5.016 -2.032 1.402
C 2.475 -2.811 -4.081
C 1.110 -2.174 -3.930
O 0.889 -1.374 -3.000
N 0.273 -2.433 -4.894
C -1.093 -1.853 -5.054
H 2.327 -3.792 -3.629
H 3.252 -2.356 -3.467
H 2.816 -2.651 -5.104
H 0.686 -2.981 -5.634
H -1.444 -1.282 -4.194
H -1.849 -2.590 -5.326
H -1.207 -1.243 -5.950
*
```

The calculation puts the energy relative to the best compared isomer or geometry (same formula, charge and spin) at 345.3 kJ/mol. The calculation puts the LUMO energy at -8.31 eV. The value obtained for the gap between HOMO and LUMO is 4.0 eV.

(6)
ORCA calculation (wB97M-V/def2-TZVPD) on a molecular structure, C46H69P3SiY.

```
! RIJCOSX wB97M-V def2-TZVPD def2/J DEFGRID3
* xyz 1 1
Y 0.421 -0.768 -0.329
C 3.442 -1.585 4.652
C 3.217 -0.833 3.343
C 3.864 0.555 3.350
P 1.478 -0.713 2.643
C 0.550 -2.146 3.416
C -0.955 -2.004 3.185
C 1.033 -3.474 2.841
C 0.643 0.667 3.535
C 0.941 0.904 4.877
C 0.316 1.914 5.589
C -0.612 2.724 4.953
C -0.927 2.484 3.626
C -0.334 1.447 2.897
Si -0.983 1.100 1.135
C -2.827 0.627 1.211
C -3.557 0.716 2.399
C -4.912 0.428 2.442
C -5.561 0.012 1.290
C -4.847 -0.122 0.110
C -3.488 0.188 0.049
P -2.547 -0.048 -1.525
C -3.067 -1.778 -1.982
C -2.531 -2.125 -3.369
C -2.540 -2.746 -0.921
C -3.418 1.043 -2.776
C -3.275 2.502 -2.339
C -4.866 0.733 -3.134
C -0.967 2.805 0.279
C -2.017 3.692 0.539
C -2.022 4.983 0.038
C -0.951 5.421 -0.729
C 0.100 4.561 -0.998
C 0.094 3.247 -0.524
P 1.523 2.135 -0.861
C 2.922 3.158 -0.181
C 2.606 3.522 1.274
C 4.222 2.357 -0.291
C 1.760 2.141 -2.720
C 0.582 1.392 -3.349
C 1.987 3.470 -3.435
H 4.518 -1.657 4.823
H 3.046 -2.600 4.619
H 3.015 -1.078 5.515
H 3.719 -1.412 2.560
H 3.487 1.170 4.166
H 3.671 1.083 2.415
H 4.945 0.462 3.468
H 0.751 -2.111 4.490
H -1.199 -2.083 2.116
H -1.345 -1.059 3.558
H -1.478 -2.811 3.700
H 0.843 -3.505 1.764
H 0.497 -4.307 3.300
H 2.100 -3.627 3.008
H 1.665 0.285 5.387
H 0.556 2.068 6.633
H -1.101 3.525 5.493
H -1.656 3.122 3.139
H -3.054 1.020 3.309
H -5.457 0.526 3.372
H -6.617 -0.222 1.310
H -5.366 -0.488 -0.765
H -4.157 -1.828 -1.989
H -1.439 -2.066 -3.384
H -2.920 -1.444 -4.129
H -2.819 -3.139 -3.650
H -1.438 -2.804 -0.950
H -2.913 -3.755 -1.104
H -2.857 -2.449 0.081
H -2.812 0.904 -3.679
H -3.890 2.698 -1.459
H -3.601 3.170 -3.138
H -2.242 2.749 -2.089
H -5.542 1.009 -2.326
H -5.031 -0.313 -3.396
H -5.140 1.335 -4.002
H -2.858 3.358 1.138
H -2.850 5.647 0.252
H -0.931 6.434 -1.110
H 0.943 4.935 -1.561
H 3.016 4.074 -0.767
H 2.286 2.644 1.843
H 1.810 4.262 1.336
H 3.493 3.937 1.757
H 4.123 1.389 0.206
H 5.042 2.897 0.184
H 4.496 2.178 -1.332
H 2.657 1.526 -2.847
H -0.357 1.919 -3.159
H 0.493 0.370 -2.959
H 0.714 1.317 -4.430
H 1.060 4.036 -3.508
H 2.333 3.270 -4.450
H 2.747 4.082 -2.948
C 0.560 -3.731 -2.491
C 1.247 -2.595 -2.982
C 2.099 -2.121 -1.963
C 1.985 -3.037 -0.835
C 1.034 -4.024 -1.203
C 0.594 -5.189 -0.367
C 3.152 -3.234 0.104
C 3.322 -1.245 -2.141
C 1.113 -2.038 -4.370
C -0.461 -4.541 -3.236
H -0.252 -4.942 0.281
H 1.404 -5.548 0.270
H 0.283 -6.020 -1.001
H 3.517 -2.298 0.533
H 3.987 -3.680 -0.450
H 2.915 -3.916 0.916
H 3.523 -0.611 -1.269
H 3.236 -0.595 -3.012
H 4.210 -1.868 -2.292
H 1.195 -2.844 -5.101
H 1.900 -1.316 -4.586
H 0.152 -1.545 -4.542
H -1.408 -4.602 -2.694
H -0.107 -5.566 -3.374
H -0.661 -4.122 -4.222
*
```

The calculation puts the energy relative to the best compared isomer or geometry (same formula, charge and spin) at 77.4 kJ/mol. The calculation puts the LUMO energy at -2.60 eV. The value obtained for the gap between HOMO and LUMO is 6.7 eV.

(7)
ORCA calculation (wB97M-V/def2-TZVPD) on 3 unconnected molecules or ions with the total composition C6H14O3.

```
! RIJCOSX wB97M-V def2-TZVPD def2/J DEFGRID3
* xyz 0 1
C -2.257 0.153 0.935
C -0.858 0.252 0.388
C 0.118 1.136 1.057
C -0.472 -0.633 -0.559
C 0.849 -1.110 -0.935
C 1.162 -1.413 -2.209
O 2.394 -1.983 -2.459
H -2.518 -0.887 1.190
H -2.298 0.651 1.906
H -3.089 0.569 0.364
H -0.312 1.904 1.717
H 0.772 1.700 0.401
H 0.747 0.565 1.752
H -1.300 -1.341 -0.713
H 1.605 -1.022 -0.168
H 0.803 -1.196 -3.208
H 3.069 -1.817 -1.795
O -1.884 3.099 -0.367
H -1.655 2.208 -0.625
H -1.646 3.684 -1.114
O 2.634 -1.365 1.604
H 1.739 -1.198 1.954
H 2.398 -1.956 0.884
*
```

The calculation puts the energy relative to the best compared isomer or geometry (same formula, charge and spin) at 278.9 kJ/mol. The calculation puts the LUMO energy at 0.61 eV. As for the SMILES: CC(C)=C/C=C/O.O.O. The value obtained for the gap between HOMO and LUMO is 9.0 eV.

(8)
ORCA calculation (wB97M-V/def2-TZVPD) on 2 unconnected molecules or ions with the total composition C4H11N3O2.

```
! RIJCOSX wB97M-V def2-TZVPD def2/J DEFGRID3
* xyz 1 2
C -1.161 -2.995 1.067
C -1.765 -1.664 0.695
O -0.787 -0.715 0.510
O -2.899 -1.368 0.579
H -1.057 -3.596 0.155
H -1.782 -3.574 1.742
H -0.123 -2.842 1.321
C 2.682 -0.041 -0.572
C 0.926 1.687 -0.509
N 1.343 0.407 -0.474
N 1.679 2.669 -1.047
N -0.334 1.962 -0.198
H -0.035 -0.327 0.077
H 2.361 2.468 -1.762
H 1.213 3.555 -1.188
H -0.900 1.202 0.216
H -0.605 2.895 0.097
H 3.006 -0.421 0.407
H 3.387 0.767 -0.785
H 2.711 -0.869 -1.279
*
```

The calculation puts the energy relative to the best compared isomer or geometry (same formula, charge and spin) at 200.0 kJ/mol. The calculation puts the LUMO energy (spin up / spin down) at -3.58 / -7.88 eV. The expectation value of S² is 0.757. The value obtained for the gap between HOMO and LUMO (spin up / spin down) is 9.9 / 5.6 eV.

Number 1: calculated total energy -1405.04937 Ha, molecular weight 370.3 g/mol. Number 2: calculated total energy -6690.38258 Ha, molecular weight 727.8 g/mol. Number 3: calculated total energy -12543.11398 Ha, molecular weight 944.4 g/mol. Number 4: calculated total energy -802.97640 Ha, molecular weight 130.5 g/mol. Number 5: calculated total energy -2883.85322 Ha, molecular weight 679.4 g/mol. Number 6: calculated total energy -3145.95869 Ha, molecular weight 832.0 g/mol. Number 7: calculated total energy -462.64484 Ha, molecular weight 134.2 g/mol. Number 8: calculated total energy -473.44224 Ha, molecular weight 133.2 g/mol.